{"formula": "C16H29O4P2", "method": "wB97M-V/def2-TZVPD", "lumo_ha": -0.12780, "charge": 1, "e_tot_ev": -43821.5036, "homo_energy_ev": -11.153, "species": ["C", "P", "O", "P", "C", "O", "C", "C", "C", "C", "C", "C", "H", "H", "H", "H", "H", "H", "H", "H", "H", "H", "H", "H", "H", "C", "C", "C", "O", "C", "H", "H", "H", "H", "H", "H", "H", "H", "C", "C", "C", "O", "C", "H", "H", "H", "H", "H", "H", "H", "H"], "coordinates": [[2.407, 0.700, 2.073], [1.745, 1.616, 0.625], [1.194, 0.482, -0.411], [0.075, 2.762, 1.539], [-1.401, 3.025, 0.439], [-1.973, 1.849, -0.067], [-2.124, 0.841, 0.881], [-2.663, 1.025, 2.136], [-2.736, -0.032, 3.017], [-2.305, -1.275, 2.640], [-1.776, -1.469, 1.380], [-1.702, -0.409, 0.503], [3.135, -0.066, 1.769], [2.800, 1.433, 2.783], [1.592, 0.165, 2.586], [1.124, -0.377, 0.037], [0.577, 4.033, 1.876], [-0.292, 2.144, 2.753], [-1.166, 3.743, -0.353], [-2.156, 3.524, 1.069], [-3.005, 2.020, 2.414], [-3.142, 0.128, 4.010], [-2.343, -2.132, 3.305], [-1.400, -2.425, 1.032], [-1.295, -0.535, -0.497], [6.185, -3.240, 0.421], [5.253, -4.267, 1.049], [4.738, -3.518, 2.268], [4.723, -2.124, 1.918], [5.445, -1.940, 0.691], [6.375, -3.407, -0.638], [7.144, -3.240, 0.943], [4.428, -4.487, 0.367], [5.742, -5.205, 1.305], [5.406, -3.645, 3.124], [3.734, -3.830, 2.561], [4.720, -1.726, -0.103], [6.116, -1.085, 0.789], [-3.432, 2.397, -4.327], [-3.479, 1.417, -3.161], [-4.932, 0.966, -3.193], [-5.348, 1.028, -4.558], [-4.370, 1.735, -5.325], [-2.431, 2.559, -4.727], [-3.836, 3.364, -4.017], [-2.818, 0.569, -3.362], [-3.191, 1.854, -2.207], [-5.570, 1.641, -2.612], [-5.068, -0.049, -2.817], [-3.837, 1.010, -5.949], [-4.867, 2.453, -5.978]]}

***

{"formula": "C16H30As2LiNO5Si2", "method": "wB97M-V/def2-TZVPD", "lumo_ha": 0.15538, "charge": -2, "e_tot_ev": -166450.4464, "homo_energy_ev": -1.275, "species": ["Li", "O", "C", "O", "C", "C", "C", "N", "C", "C", "C", "O", "O", "H", "H", "H", "C", "As", "C", "C", "O", "H", "H", "H", "H", "H", "H", "H", "H", "H", "C", "Si", "C", "C", "As", "Si", "C", "C", "C", "H", "H", "H", "H", "H", "H", "H", "H", "H", "H", "H", "H", "H", "H", "H", "H", "H", "H"], "coordinates": [[-0.839, -0.638, 0.739], [-6.722, 2.062, 3.102], [-5.663, 2.724, 3.110], [-5.472, 3.925, 3.405], [-4.409, 1.962, 2.625], [-3.160, 2.569, 2.625], [-2.052, 1.856, 2.194], [-2.120, 0.589, 1.777], [-3.328, -0.003, 1.775], [-4.483, 0.646, 2.183], [-3.348, -1.460, 1.295], [-4.426, -2.015, 1.081], [-2.187, -1.978, 1.132], [-3.082, 3.595, 2.959], [-1.063, 2.300, 2.181], [-5.434, 0.135, 2.165], [-0.095, -3.707, -2.529], [-1.056, -2.936, -1.033], [-0.651, -4.246, 0.311], [-2.878, -3.104, -1.596], [-0.446, -1.388, -0.891], [-0.397, -4.742, -2.695], [0.973, -3.658, -2.313], [-0.296, -3.113, -3.420], [-1.053, -5.199, -0.035], [-1.106, -3.951, 1.251], [0.432, -4.313, 0.391], [-3.009, -4.084, -2.056], [-3.040, -2.323, -2.336], [-3.552, -2.964, -0.748], [1.798, 2.812, -1.931], [2.039, 2.787, -0.060], [0.758, 3.984, 0.619], [3.684, 3.682, 0.190], [1.915, 0.774, 1.033], [3.035, -0.511, -0.509], [3.021, -2.275, 0.165], [4.863, -0.055, -0.708], [2.418, -0.667, -2.283], [1.632, 3.844, -2.264], [0.947, 2.198, -2.238], [2.687, 2.429, -2.441], [0.954, 4.992, 0.234], [0.802, 4.021, 1.713], [-0.260, 3.697, 0.341], [3.703, 4.627, -0.371], [4.525, 3.063, -0.138], [3.834, 3.901, 1.252], [3.458, -2.307, 1.168], [3.572, -2.966, -0.486], [1.985, -2.616, 0.245], [5.350, 0.032, 0.268], [4.944, 0.921, -1.202], [5.405, -0.791, -1.318], [1.328, -0.766, -2.301], [2.868, -1.555, -2.748], [2.698, 0.206, -2.877]]}

***

{"formula": "C16H30AsCl3N2O6Si3Ti", "method": "wB97M-V/def2-TZVPD", "lumo_ha": -0.39785, "charge": 2, "e_tot_ev": -177484.9063, "homo_energy_ev": -14.800, "species": ["Ti", "O", "C", "O", "C", "C", "N", "N", "C", "C", "O", "O", "H", "H", "H", "C", "Si", "C", "C", "As", "Si", "C", "C", "C", "Si", "C", "C", "C", "H", "H", "H", "H", "H", "H", "H", "H", "H", "H", "H", "H", "H", "H", "H", "H", "H", "H", "H", "H", "H", "H", "H", "H", "H", "H", "H", "Cl", "C", "Cl", "Cl", "C", "O", "O"], "coordinates": [[0.285, -2.105, 0.407], [-2.893, -1.431, 5.125], [-2.031, -2.456, 5.358], [-2.019, -3.059, 6.463], [-1.065, -2.771, 4.325], [0.207, -3.350, 4.445], [0.887, -3.079, 3.288], [0.045, -2.601, 2.349], [-1.217, -2.493, 2.914], [-2.148, -1.782, 2.012], [-3.289, -1.522, 2.523], [-1.645, -1.508, 0.831], [-3.026, -1.285, 4.133], [0.680, -3.867, 5.276], [1.911, -2.963, 3.158], [-2.733, 2.626, -1.059], [-1.542, 2.413, 0.313], [-2.257, 1.857, 1.958], [-0.612, 3.982, 0.576], [-0.075, 0.427, -0.464], [1.959, 1.697, -1.114], [1.616, 3.041, -2.375], [2.501, 2.435, 0.567], [3.059, 0.506, -1.910], [-0.962, -0.435, -2.818], [-2.331, -1.774, -2.609], [-1.545, 1.076, -3.832], [0.413, -1.311, -3.748], [-3.638, 3.214, -0.775], [-3.102, 1.684, -1.430], [-2.268, 3.106, -1.898], [-2.945, 2.617, 2.219], [-1.476, 1.858, 2.736], [-2.698, 0.848, 1.970], [-1.289, 4.847, 0.600], [0.033, 4.216, -0.303], [-0.016, 3.926, 1.460], [0.509, 3.122, -2.511], [1.989, 2.712, -3.346], [2.026, 3.975, -2.003], [2.926, 3.429, 0.445], [3.320, 1.818, 0.973], [1.727, 2.447, 1.310], [3.164, -0.309, -1.284], [4.001, 0.955, -2.084], [2.693, 0.127, -2.854], [-2.717, -1.662, -1.625], [-1.905, -2.803, -2.706], [-3.240, -1.672, -3.213], [-2.558, 1.449, -3.569], [-1.516, 0.810, -4.878], [-0.884, 1.958, -3.733], [0.060, -2.208, -4.286], [1.112, -1.639, -3.012], [0.912, -0.580, -4.430], [4.237, -2.636, -1.648], [4.414, -2.347, 0.112], [5.883, -2.596, 0.660], [0.118, -3.812, -0.976], [3.303, -2.362, 1.107], [3.496, -2.643, 2.308], [2.157, -2.118, 0.569]]}

***

{"formula": "C16H30CaNOP", "method": "wB97M-V/def2-TZVPD", "lumo_ha": -0.02737, "e_tot_ev": -48341.6903, "homo_energy_ev": -6.710, "species": ["C", "C", "C", "C", "C", "C", "C", "C", "N", "Ca", "C", "P", "H", "H", "H", "H", "H", "H", "H", "H", "C", "C", "H", "C", "C", "H", "H", "H", "H", "H", "H", "H", "H", "H", "H", "H", "H", "H", "H", "C", "C", "C", "O", "H", "H", "H", "H", "H", "H", "H"], "coordinates": [[3.083, -1.848, -1.867], [2.970, -1.357, -0.565], [1.736, -0.858, -0.081], [0.662, -0.835, -0.943], [0.745, -1.305, -2.240], [1.957, -1.856, -2.699], [1.655, -0.367, 1.353], [2.427, 0.968, 1.501], [1.830, 2.068, 0.776], [-1.514, -1.581, 0.041], [-0.509, -1.207, -3.109], [-1.639, 0.054, -2.370], [3.818, -1.356, 0.123], [1.993, -2.294, -3.695], [4.040, -2.235, -2.218], [-1.070, -2.160, -3.150], [-0.328, -0.896, -4.143], [0.617, -0.233, 1.685], [2.103, -1.078, 2.066], [2.452, 1.255, 2.561], [-3.029, 0.161, -3.550], [-0.653, 1.532, -2.745], [3.447, 0.811, 1.113], [2.428, 2.501, -0.453], [1.124, 3.076, 1.513], [-2.820, 0.432, 0.252], [3.260, 3.210, -0.277], [2.818, 1.638, -1.009], [1.681, 3.024, -1.069], [1.806, 3.801, 1.988], [0.463, 3.645, 0.852], [0.524, 2.614, 2.303], [-0.481, 1.565, -3.823], [-1.161, 2.433, -2.394], [0.294, 1.473, -2.206], [-2.639, 0.215, -4.571], [-3.665, -0.726, -3.426], [-3.641, 1.043, -3.317], [-2.136, 0.683, 0.329], [-3.140, -0.514, 3.609], [-1.803, -1.136, 3.240], [-1.722, -2.647, 3.398], [-1.432, -0.878, 1.911], [-3.922, -0.776, 2.883], [-3.044, 0.575, 3.641], [-3.453, -0.854, 4.604], [-1.045, -0.687, 3.900], [-2.420, -3.130, 2.693], [-0.704, -2.988, 3.173], [-1.964, -2.974, 4.410]]}

***

{"formula": "C16H30ClF3InN3", "method": "wB97M-V/def2-TZVPD", "lumo_ha": -0.04006, "e_tot_ev": -47391.8135, "homo_energy_ev": -5.494, "species": ["C", "C", "In", "C", "C", "N", "C", "C", "C", "F", "F", "F", "C", "C", "C", "Cl", "H", "H", "H", "H", "H", "H", "H", "H", "H", "H", "H", "H", "H", "H", "H", "H", "H", "H", "H", "C", "C", "N", "C", "C", "N", "C", "C", "H", "H", "H", "H", "H", "H", "H", "H", "H", "H", "H"], "coordinates": [[2.504, 0.587, 4.657], [2.995, 1.532, 3.839], [2.211, 1.625, 1.749], [1.338, 3.616, 1.200], [2.113, 4.787, 1.801], [1.703, 6.072, 1.185], [0.517, 0.139, 1.617], [-0.502, 0.482, 0.497], [-1.894, 0.740, 1.005], [-2.287, -0.059, 1.969], [-2.051, 1.979, 1.424], [-2.778, 0.610, -0.046], [3.677, 1.070, 0.134], [5.048, 0.739, 0.624], [5.779, 1.952, 1.245], [6.078, 0.159, -0.820], [2.614, -0.449, 4.337], [1.959, 0.813, 5.575], [3.715, 2.267, 4.215], [0.289, 3.700, 1.500], [1.351, 3.700, 0.106], [1.844, 4.855, 2.855], [3.189, 4.632, 1.652], [2.177, 6.214, 0.300], [1.943, 6.853, 1.786], [0.969, -0.836, 1.417], [0.057, 0.061, 2.602], [-0.164, 1.388, -0.006], [-0.532, -0.367, -0.191], [3.270, 0.211, -0.410], [3.702, 1.888, -0.592], [5.062, -0.065, 1.352], [6.750, 2.047, 0.763], [5.225, 2.882, 1.139], [5.991, 1.724, 2.289], [-4.297, -5.925, -4.020], [-3.027, -5.153, -3.723], [-3.257, -3.916, -2.965], [-2.254, -3.129, -2.441], [-2.850, -2.058, -1.866], [-4.202, -2.213, -2.042], [-4.429, -3.349, -2.696], [-5.240, -1.280, -1.596], [-4.993, -5.332, -4.615], [-4.058, -6.824, -4.584], [-4.801, -6.222, -3.100], [-2.530, -4.877, -4.653], [-2.340, -5.771, -3.146], [-1.226, -3.426, -2.550], [-2.474, -1.190, -1.350], [-5.400, -3.728, -2.961], [-5.898, -1.785, -0.891], [-5.812, -0.944, -2.458], [-4.776, -0.426, -1.112]]}